(1)
Formula: C30H42BaBr2N2P2
Source: the OMol25 dataset
Level of theory: wB97M-V/def2-TZVPD

LUMO level (spin up / spin down), eV: -6.37 / -7.02
HOMO (spin up / spin down), eV: -13.640 / -12.573

The geometry in ORCA input format:
```
! wB97M-V def2-TZVPD RIJCOSX def2/J DEFGRID3
* xyz 2 1
C 3.14520 -2.39882 -2.45976
C 3.56440 -1.30629 -1.68608
C 4.44514 -0.41716 -2.30240
C 4.87934 -0.64178 -3.61284
N 4.39873 -1.64638 -4.37552
C 3.61304 -2.54006 -3.76543
C 3.01286 -1.14583 -0.35635
C 2.23828 -1.43496 0.54961
C 1.90695 -1.57849 1.96068
C 1.03068 -0.68003 2.62086
C 0.63197 -0.97579 3.95869
C 1.28908 -2.04221 4.45719
C 2.22088 -2.88486 4.01928
C 2.65970 -2.51747 2.71355
Ba -0.74727 -3.62973 4.16214
P -0.38038 0.82441 -1.54427
H 4.76469 0.49576 -1.81046
H 2.41142 -3.07686 -2.05922
H 5.58241 0.02038 -4.13920
H 3.25693 -3.38950 -4.34945
H 3.56811 -2.88226 2.24061
H 0.65900 0.17959 2.04877
H 2.72876 -3.61931 4.62623
H -0.03670 -0.31286 4.52973
C -1.80408 1.67865 -2.35929
C -1.63152 2.25581 -3.75267
H -2.11718 2.46186 -1.65854
H -2.62312 0.94793 -2.35091
H -2.53226 2.82035 -4.01162
H -0.79220 2.94881 -3.83103
H -1.51986 1.48938 -4.52437
C 1.16275 1.32769 -2.49613
C 1.36823 0.82573 -3.92538
H 1.99759 0.97207 -1.86308
H 1.19853 2.42997 -2.48589
H 2.33733 1.19756 -4.27993
H 1.41718 -0.26746 -3.97704
H 0.60510 1.19171 -4.62217
C -0.60510 -0.92094 -2.15523
C -1.24666 -1.13852 -3.53710
H -1.23236 -1.41240 -1.39427
H 0.37668 -1.41586 -2.12067
H -1.32711 -2.22047 -3.73733
H -2.26706 -0.73133 -3.60905
H -0.65693 -0.72101 -4.36758
Br -2.30496 -4.35466 6.54387
P 0.32385 2.52406 0.35211
C 0.40095 4.11256 -0.58549
C 0.13072 5.41563 0.16968
H -0.32741 4.03330 -1.40940
H 1.38683 4.18181 -1.06906
H 0.11370 6.25672 -0.53871
H -0.83603 5.40317 0.67925
H 0.90120 5.64539 0.91374
C -0.84538 2.83668 1.74805
C -0.26655 3.54644 2.96691
H -1.23253 1.84735 2.01870
H -1.70683 3.38113 1.34059
H -1.07040 3.69832 3.70305
H 0.51848 2.94712 3.45326
H 0.14331 4.53991 2.72123
C 2.02300 2.36620 1.10616
C 2.88072 3.62853 1.25463
H 2.53548 1.63855 0.45893
H 1.92376 1.87176 2.08581
H 3.83537 3.34205 1.71969
H 3.12307 4.08123 0.28435
H 2.43277 4.39894 1.90197
Br -3.93970 1.48834 0.72851
C -3.78005 -0.04738 1.85899
C -4.80851 -0.33311 2.74802
C -4.61760 -1.35659 3.66172
C -3.41973 -2.08288 3.64570
N -2.44687 -1.84529 2.74290
C -2.66302 -0.89015 1.80042
H -5.72469 0.25344 2.70831
H -5.37885 -1.60785 4.38604
H -3.25270 -2.87440 4.39702
H -1.92763 -0.79743 0.99139
*
```

These are the Mulliken partial charges, in e, on atoms 1 to 5: C -0.31; C 0.52; C -0.32; C -0.45; N -0.51

=====

(2)
Formula: C29H36N6O5ReSi
Source: the OMol25 dataset
Level of theory: wB97M-V/def2-TZVPD

LUMO level (spin up / spin down), eV: -6.72 / -7.49
HOMO (spin up / spin down), eV: -14.397 / -14.383
⟨S²⟩: 3.77

The geometry in ORCA input format:
```
! wB97M-V def2-TZVPD RIJCOSX def2/J DEFGRID3
* xyz 2 4
Re -0.37419 0.36515 0.54754
O -0.24348 3.46568 2.56719
C 0.59230 2.65403 2.34282
O 0.50257 1.89573 1.16316
C 1.75989 2.28637 3.17186
C 1.86035 2.82649 4.45490
C 2.93643 2.49617 5.26337
C 3.91419 1.62226 4.80553
C 3.78064 1.09342 3.53404
C 2.73333 1.41771 2.69726
N 4.77146 0.11887 3.04198
O 4.40072 -0.62600 2.14360
O 5.83930 0.07271 3.59164
H 1.09485 3.50647 4.80315
H 3.01647 2.91641 6.25554
H 4.76434 1.34923 5.41492
H 2.70674 1.02010 1.69507
C 0.52647 5.01566 -3.43287
C 0.17149 4.85468 -2.10101
C 0.19365 3.59534 -1.52114
C 0.56310 2.47557 -2.26876
C 0.90875 2.65453 -3.61725
C 0.89786 3.91490 -4.19123
Si 0.67908 0.71054 -1.71287
C -0.23394 -0.46338 -2.82963
C 0.19485 -1.77445 -3.04382
C -0.51601 -2.63087 -3.87378
C -1.66077 -2.18033 -4.51465
C -2.08862 -0.86952 -4.33595
C -1.38211 -0.02054 -3.49924
H 0.51868 6.00068 -3.87974
H -0.11213 5.71432 -1.50888
H -0.06057 3.50626 -0.47229
H 1.19195 1.80583 -4.23104
H 1.17932 4.03846 -5.22792
H 2.04374 0.19962 -1.44236
H 1.11527 -2.12938 -2.59335
H -0.16215 -3.63876 -4.04478
H -2.20189 -2.83947 -5.18039
H -2.95337 -0.50665 -4.87734
H -1.69616 1.01449 -3.40231
C 1.64766 -1.90125 0.61932
N 2.09399 -3.13497 1.17739
C 2.12087 -3.03949 2.63619
N 0.77137 -2.78415 3.15607
C 0.28724 -1.54160 2.64532
N 0.21993 -1.55521 1.10405
C -0.66454 -2.74714 0.71945
N -0.15913 -3.96307 1.27131
C 1.19474 -4.21527 0.77367
C -0.12057 -3.86854 2.73218
H 1.59679 -1.97000 -0.46635
H 2.30893 -1.08627 0.91759
H 2.78998 -2.23047 2.93060
H 2.49082 -3.97464 3.05344
H 0.95574 -0.72453 2.93285
H -0.72558 -1.35013 3.01067
H -0.68112 -2.78295 -0.37126
H -1.66336 -2.54131 1.10302
H 1.17672 -4.28820 -0.31497
H 1.55715 -5.15716 1.18217
H 0.24449 -4.80846 3.14271
H -1.12578 -3.68540 3.11556
C -2.95900 2.10970 -0.81984
N -3.67864 0.85762 -1.03204
C -5.02727 0.99923 -1.60314
C -3.17042 -0.32063 -0.77531
C -3.91247 -1.56876 -1.12727
O -2.03639 -0.47080 -0.18873
H -3.19911 2.78629 -1.63841
H -1.87961 1.95782 -0.85543
H -3.24791 2.57050 0.12589
H -5.41185 1.97367 -1.31474
H -5.69180 0.23614 -1.21152
H -4.98352 0.93835 -2.69102
H -4.33343 -1.50492 -2.12876
H -4.73028 -1.73331 -0.42260
H -3.22702 -2.40901 -1.07903
*
```

These are the Mulliken partial charges, in e, on atoms 1 to 5: Re 0.50; O -0.51; C -0.13; O -0.07; C 0.43

=====

(3)
Formula: C34H32N19O4RbSeTe
Source: the OMol25 dataset
Level of theory: wB97M-V/def2-TZVPD

LUMO level, eV: 2.35
HOMO, eV: -2.409

The geometry in ORCA input format:
```
! wB97M-V def2-TZVPD RIJCOSX def2/J DEFGRID3
* xyz -2 1
Rb 0.41551 -0.17031 -1.78584
N -0.34045 2.54022 -5.11784
C -0.00260 1.20018 -5.26751
N -0.34999 0.51779 -6.35325
N 0.12670 -0.72313 -6.12022
N 0.71609 -0.75821 -4.96357
N 0.66252 0.46764 -4.38616
C -0.33162 3.25350 -3.93017
N -0.83055 4.48947 -3.85646
N -0.63743 4.84119 -2.57347
N -0.07033 3.86096 -1.94561
N 0.14481 2.82034 -2.77217
H -0.86148 2.94520 -5.87313
O 2.47189 0.26135 -0.14801
C 3.56175 -0.14532 -0.50073
C 3.92430 -1.51637 -0.83201
C 5.25643 -1.73269 -1.15168
C 5.72880 -2.98987 -1.45860
C 4.84386 -4.09187 -1.46603
C 3.53271 -3.91463 -1.16536
C 2.97199 -2.61936 -0.82733
O 1.75839 -2.49288 -0.54838
N 7.12011 -3.18369 -1.75964
O 7.87885 -2.22433 -1.70443
O 7.51529 -4.32702 -1.96684
H 4.40453 0.57069 -0.58940
H 5.94988 -0.89940 -1.15597
H 5.23830 -5.06607 -1.71910
H 2.83999 -4.74735 -1.17309
N -7.39966 2.91333 -2.25951
C -6.34274 2.53709 -2.00692
C -5.01279 2.06186 -1.69245
C -4.14724 1.67963 -2.70204
C -2.90094 1.19213 -2.33925
N -2.49090 1.10156 -1.07909
C -3.32597 1.48973 -0.11776
C -4.59899 1.96833 -0.36709
H -4.43517 1.74366 -3.74226
H -2.20151 0.86642 -3.10086
H -2.95444 1.42073 0.89929
H -5.25157 2.26812 0.44052
C 0.35054 4.73639 0.94272
Te 1.13150 2.91457 0.12774
C 2.00647 2.72355 2.14307
C 1.39854 3.79127 3.01788
C 1.59875 3.81894 4.40145
C 1.03713 4.81024 5.19179
C 0.26013 5.80201 4.59981
C 0.05015 5.78044 3.22986
C 0.60432 4.78072 2.42643
H -0.71592 4.77912 0.72138
H 0.81240 5.57755 0.42470
H 3.09009 2.85157 2.08406
H 1.83495 1.74169 2.58507
H 2.20797 3.04338 4.85645
H 1.19938 4.81127 6.26330
H -0.18457 6.58250 5.20664
H -0.56274 6.54635 2.76454
C -1.21969 -0.61892 2.30900
N -1.22932 -0.86314 3.76320
C 0.11788 -0.56027 4.26947
N 1.15465 -1.36955 3.62408
C 1.09802 -1.11828 2.16897
N -0.22464 -1.43429 1.61941
C -0.50013 -2.84218 1.88126
N -0.48518 -3.15471 3.32350
C -1.47866 -2.29189 3.97449
C 0.83768 -2.78080 3.84412
H -0.99905 0.43522 2.12380
H -2.21005 -0.85081 1.90770
H 0.13835 -0.74623 5.34675
H 0.32988 0.49594 4.09212
H 1.83853 -1.73073 1.66256
H 1.32183 -0.07552 1.96945
H 0.25547 -3.44170 1.36953
H -1.48884 -3.09485 1.48575
H -1.47172 -2.49495 5.04838
H -2.46735 -2.53734 3.57918
H 1.59355 -3.39108 3.34707
H 0.86362 -2.99130 4.91635
Se -5.65647 -2.65940 -3.46274
N -4.89876 -4.25558 -3.32132
C -3.73764 -4.03445 -2.74576
C -2.75937 -5.04226 -2.45401
C -1.62837 -4.64689 -1.84413
C -1.42424 -3.25774 -1.50536
N -2.26586 -2.30569 -1.74611
C -3.44007 -2.66279 -2.36479
N -4.37530 -1.77932 -2.63828
H -2.94455 -6.07293 -2.72446
H -0.85003 -5.35882 -1.60361
H -0.48957 -2.96691 -1.02308
*
```

These are the Mulliken partial charges, in e, on atoms 1 to 5: Rb 0.48; N -0.14; C 0.39; N -0.55; N -0.64

=====

no.,calculated total energy (hartree)
1,-7133.43208
2,-2198.53528
3,-5349.66786